A gas-phase ion, C5H4IO2 (charge -1), computed with ωB97M-V with the def2-TZVPD basis set.

```
12
Properties=species:S:1:pos:R:3:forces:R:3
C 0.1245 1.4582 -0.4867 -1.2 0.0 0.5
C 1.2131 1.8481 -1.0646 2.0 0.2 -0.7
C -0.5751 0.1051 -0.4341 -0.5 -0.2 -0.3
C 0.2206 -1.0967 -0.0552 -0.3 -0.2 -0.1
C -0.0340 -1.4204 1.4268 0.7 0.2 0.3
O 2.2248 2.1996 -1.5651 -1.3 -0.4 0.6
O -1.7879 0.1085 -0.5805 0.7 0.2 -0.2
I -2.0797 -2.1021 1.7726 0.0 0.1 0.0
H -0.5556 2.2313 -0.1599 0.1 0.4 -0.1
H -0.0743 -1.9502 -0.6712 0.0 0.0 0.0
H 1.2929 -0.9041 -0.1843 -0.1 0.0 0.1
H 0.0308 -0.4773 2.0024 -0.2 -0.2 -0.1
```
Positions in Å, forces in eV/Å.

- HOMO (eV) = -2.27
- calculated total energy (eV) = -17443.7888
- E_LUMO (Eh) = 0.11857
- orbital gap (eV) = 5.495
- energy relative to the best compared isomer or geometry (same formula, charge and spin) (eV) = 2.831
- charge = -1